1.
51
Properties=species:S:1:pos:R:3:lowdin_charge:R:1 method="wB97M-V/def2-TZVPD" homo_energy_ev=-11.38 fmax_ev_per_a=2.5 total_charge=+1 e_tot_ha=-1911.4413
C -5.51158 0.41535 -3.57373 -0.24
H 7.11347 -1.26456 0.82710 0.12
H 3.12811 -0.65423 2.61165 0.11
O -3.56783 -0.57774 1.75604 0.03
C -2.08469 0.41353 3.34168 -0.13
H 7.75128 -0.39688 -2.57975 0.14
C 4.38066 0.52674 -2.22499 -0.23
C 1.13347 -0.20782 2.37485 -0.42
N 0.80858 0.36578 3.53382 0.20
C -2.60966 -0.70435 2.46514 -0.77
H 1.62118 0.41080 4.14028 0.18
O 5.11391 -0.73895 0.99986 0.07
C 4.16773 0.18988 -0.94423 0.06
H -2.95400 0.95502 3.68377 0.13
O -0.19254 2.05656 4.73663 0.06
C 0.10073 1.65656 3.44284 -0.35
C 6.57797 -0.59128 -0.81936 -0.24
C 5.23992 -0.39571 -0.16637 -0.31
H 0.14581 -0.92960 0.84916 0.11
O -6.03112 1.49476 -4.14015 0.12
C -4.70799 -1.86481 -3.55566 -0.32
H -1.63605 -0.01300 4.22862 0.10
H 3.86386 1.20550 -3.86604 0.13
N 0.41913 -0.04118 1.26094 0.12
H -3.84339 -3.49711 -2.20399 0.12
C 6.79353 -0.25894 -2.09874 0.09
I -1.54543 -2.59477 2.55769 0.91
O -3.91566 -2.81778 -1.50679 0.11
H 2.18617 -1.98190 2.09592 0.12
H -0.09156 3.00638 4.80188 0.12
H -0.30363 1.83410 0.71023 0.14
H -1.66115 2.34078 2.52301 0.16
N 2.22618 -1.01177 2.34906 0.20
O -4.45171 -2.92552 -4.08958 0.12
O -5.40292 1.62413 -1.57569 0.11
H 0.70789 2.40038 2.92914 0.17
C -1.14306 1.39603 2.60305 -0.21
H 3.21319 0.33826 -0.45824 0.12
O 3.45040 1.06460 -2.99112 0.13
H -6.09268 2.16986 -3.43949 0.12
C -4.63857 -0.59842 -1.41583 0.07
C -5.18938 0.55253 -2.11117 -0.31
H -1.46890 0.57704 0.60327 0.13
O 7.51970 -1.11264 -0.04419 0.13
C -0.67990 0.96260 1.23170 -0.09
C 5.71439 0.31009 -2.89023 -0.31
H -5.50462 -0.82856 -5.29763 0.14
C -5.28048 -0.72102 -4.24600 0.08
C -4.41335 -1.73429 -2.08772 -0.24
O 5.81681 0.62625 -4.05592 0.13
H -4.42521 -0.49506 -0.36276 0.10

2.
60
Properties=species:S:1:pos:R:3:lowdin_charge:R:1 method="wB97M-V/def2-TZVPD" homo_energy_ev=-8.52 fmax_ev_per_a=9.8 e_tot_ha=-1208.1702
C 1.28548 3.70001 -1.01858 -0.12
C 2.75541 3.40187 1.00360 -0.01
O -0.32801 1.76203 1.58898 0.16
C 1.70380 4.31535 0.33304 -0.56
H -0.86282 -0.98256 -0.11784 0.07
C -6.30712 -0.92844 1.06378 -0.11
H 2.10665 3.84748 -1.78086 0.13
C 0.57365 -3.59465 -0.45259 -0.06
H 2.43171 2.32735 1.24069 0.10
C 1.59891 -2.52967 -0.83917 -0.45
C 1.72972 -2.45373 -2.40381 -0.06
C -2.14598 -1.61327 1.92794 -0.06
H 3.76344 3.54818 0.58500 0.09
C 2.64783 -3.85003 -4.26545 -0.18
N 1.16895 -1.26154 -0.45733 0.02
H 1.25114 -1.06329 0.59925 0.08
H -1.10693 -1.96280 1.84396 0.05
H 0.02263 0.76166 -1.89576 0.03
C -2.63526 -1.20140 0.57053 -0.48
H 2.33338 -2.90236 -0.33353 0.08
H 0.11580 5.23802 0.62637 0.17
H -6.54614 -0.03151 1.69567 0.09
O -4.91908 -1.30635 1.34535 -0.22
H 3.27025 -3.01862 -4.58228 0.06
N -1.68046 -0.30294 0.02127 0.00
C -4.06361 -0.47892 0.57170 -0.20
H -0.41075 -3.68920 -0.98423 0.09
C 0.49680 1.69934 -2.04872 -0.20
H -2.00345 0.04978 -0.93147 0.11
H 3.44978 -0.06340 4.45635 0.18
H -2.00838 -0.70201 2.78460 0.16
H 1.49883 1.48706 -2.55206 0.11
H -6.97290 -1.61861 1.48461 0.05
O 1.31994 1.30210 3.80156 -0.09
H -2.67053 -1.99307 -0.04441 0.09
H 1.75752 -3.66797 -4.98580 0.09
H 0.08907 2.60398 1.22523 0.09
H 2.83173 3.67488 2.01283 0.05
H 0.81049 -2.34718 -2.85249 0.10
H -4.14620 0.72809 1.12112 0.19
H -0.64844 1.13603 0.89186 0.09
H 0.96216 4.72734 1.80332 0.08
N 0.60356 4.35308 1.00101 0.03
O 0.78419 2.26228 -0.85673 -0.20
H 0.50596 4.48853 -1.47750 0.15
C 1.83913 0.29138 3.15039 -0.77
H 2.07858 5.38069 0.11666 0.17
H 1.71506 -0.52790 -0.99219 0.09
H -4.46081 -0.38735 -0.51272 0.12
H -2.86478 -2.39639 2.33594 0.09
O 1.28027 -0.20586 2.14881 -0.06
H 0.50687 1.46150 2.04809 0.08
O 2.37005 -3.76796 -2.90083 -0.22
H 3.11034 -4.91402 -4.47663 0.12
H 0.42857 -3.65764 0.57970 0.03
H -6.66331 -0.58454 0.04385 0.10
O 2.90154 -0.38112 3.62012 0.06
H -0.28290 2.22514 -2.76809 0.13
H 2.43720 -1.75710 -2.64565 0.08
H 1.19149 -4.62976 -0.46645 0.13

3.
16
Properties=species:S:1:pos:R:3:lowdin_charge:R:1 method="wB97M-V/def2-TZVPD" homo_energy_ev=-10.05 fmax_ev_per_a=0.4 smiles=COCCCO e_tot_ha=-308.8533
H -2.54460 -0.13078 1.45714 0.11
H -1.03391 -1.85830 0.95658 0.11
H 1.01673 -1.56528 -0.37059 0.12
H -2.41474 0.54688 -0.16474 0.11
H 2.47394 -0.05828 -1.56760 0.09
C -0.99614 -1.04812 0.21750 -0.15
O 0.54545 0.37634 -0.92180 -0.21
C -1.83078 0.16787 0.68466 -0.26
C 1.87436 0.77393 -1.16646 -0.11
H 0.92470 -0.38712 0.95961 0.13
H -0.48098 1.50668 0.52746 0.07
O -1.04694 1.19743 1.25168 -0.08
H 2.35850 1.14448 -0.24890 0.09
H -1.39681 -1.44046 -0.72660 0.11
H 1.84084 1.58072 -1.90350 0.09
C 0.46477 -0.69195 0.00774 -0.25

4.
68
Properties=species:S:1:pos:R:3:lowdin_charge:R:1 method="wB97M-V/def2-TZVPD" homo_energy_ev=-11.02 fmax_ev_per_a=6.7 total_charge=+1 e_tot_ha=-2423.0098
C 4.95342 -2.50940 4.58798 -0.16
H 3.28704 1.31646 3.17446 0.12
P -4.12322 0.77026 -5.96351 0.89
H -4.92219 -1.73895 -7.96668 0.09
N -1.44563 -0.39841 -4.95919 0.15
C 4.89318 -0.18702 4.07362 -0.22
H 0.91766 1.24874 4.45505 0.11
O -0.13002 2.44448 -4.14294 0.04
C -1.75879 0.90224 -4.55903 -0.13
H 2.61797 0.69434 -3.76733 0.14
H 4.67439 -3.28378 5.45132 0.07
H 2.25668 3.15842 -2.61340 0.13
Cl 2.26782 -4.39634 5.20002 0.57
H 1.11896 0.23007 1.64771 0.11
B 1.32912 2.21937 -4.10583 -0.45
C -1.48406 3.19334 0.18358 -0.21
H -0.88056 4.05241 0.74929 0.13
N -0.80986 1.48209 -3.48966 -0.15
C -0.62171 2.58246 -1.07869 -0.18
C 3.41512 0.57381 4.09301 -0.16
H -4.24132 -1.72275 -5.25431 0.05
H -0.06485 -0.40919 4.48958 0.12
C 1.95602 -3.82558 6.85791 -0.65
H 3.25376 1.11165 5.13205 0.12
H 1.57486 -4.59263 8.83402 0.07
H -2.80083 -1.08587 -7.22419 0.07
C 0.76247 0.22280 3.91322 -0.21
H 5.06727 -0.76858 3.07070 0.12
C -0.43562 1.89668 2.24010 -0.22
H 0.39136 2.64167 1.84327 0.12
C 0.17882 0.37965 2.36221 -0.21
C -1.57994 2.01513 -2.30183 -0.14
C -4.73242 -0.70992 -4.86850 -0.31
O 2.03515 0.99576 -4.54239 0.08
H 2.21321 -1.28828 4.90253 0.10
C 1.63139 -4.96736 7.80712 -0.66
C 2.20663 -0.57311 3.95076 -0.22
H -2.48110 3.64517 -0.24059 0.11
H -1.09885 -0.52170 -5.95800 0.15
Cl 0.05653 -5.71646 7.44572 0.54
H -4.58300 -0.53297 -3.72133 0.05
H 2.39561 -5.75011 7.77207 0.07
C -1.74188 1.92502 1.22740 -0.20
H -4.52805 -0.69690 -9.53640 0.09
H 0.10966 3.45640 -1.42774 0.12
H -0.68837 -0.38573 2.14040 0.11
H 5.68967 0.65625 4.22953 0.13
C -4.71309 -0.64094 -8.38236 -0.18
N -2.88212 1.73918 -5.12856 -0.11
H -2.71535 0.64382 -8.14769 0.09
H -1.69723 0.94471 0.58936 0.09
H 6.01302 -2.72964 4.11715 0.11
H -1.50838 -1.19910 -4.28152 0.16
H 2.86286 -3.31121 7.19147 0.07
H 2.40801 -1.20902 2.98570 0.11
H -5.89129 -0.81936 -5.13381 0.07
H -2.25765 1.16383 -1.82022 0.15
O 4.98028 -1.15443 5.18333 -0.26
H 1.14504 -3.09162 6.81779 0.07
H -3.39407 2.28877 -4.40452 0.09
O 2.17665 3.34799 -3.61266 0.06
H -0.80657 2.21655 3.30739 0.12
H -5.63539 0.01996 -8.07002 0.07
C -3.39003 -0.09894 -7.54531 -0.43
H -2.22351 2.94642 -2.65921 0.14
H 0.06741 1.73850 -0.63778 0.12
H -2.77094 2.07646 1.78394 0.12
H 4.13089 -2.62561 3.73443 0.07

no.,Kohn-Sham gap (eV)
1,7.580
2,8.821
3,11.032
4,5.493